Record 1
The following is a DFT calculation (ωB97M-V/def2-TZVPD) of an isolated molecule of C4H6N2.

Last column: natural (NBO) charge in e.
CARTESIAN COORDINATES (ANGSTROEM)
N  -1.2259  0.3992  -1.7465  -0.87
C  -0.3285  0.2620  -0.7072  0.19
C  0.5616  -0.8077  -0.3777  -0.41
C  0.9658  -0.6147  0.9883  -0.29
C  0.3355  0.4960  1.4498  -0.05
N  -0.4325  1.0260  0.4234  -0.53
H  -0.8176  -0.0243  -2.5818  0.34
H  -0.9689  -0.8073  -0.7786  0.49
H  0.9502  -1.5246  -1.0893  0.24
H  1.6676  -1.2242  1.5406  0.23
H  0.3552  0.9653  2.4232  0.22
H  -1.1148  1.7644  0.4931  0.42

Results
Total energy = -265.39337 a.u.
HOMO level = -0.2678 Ha
Energy relative to the best compared isomer or geometry (same formula, charge and spin) = 3.870 eV
Kohn-Sham gap = 0.301 hartree

Record 2
The following is a DFT calculation (ωB97M-V/def2-TZVPD) of the ion C2H10N3 with charge +1.

Last column: natural (NBO) charge in e.
CARTESIAN COORDINATES (ANGSTROEM)
C  1.2641  -0.9279  -0.2501  -0.66
C  0.3438  -0.0376  0.6835  0.12
N  0.4172  1.4036  0.0519  -0.74
N  -1.0771  -0.3022  0.7650  -0.44
N  -1.6589  0.1104  -0.5802  -0.72
H  1.0065  -1.9563  0.0523  0.24
H  1.0057  -0.7445  -1.3123  0.22
H  2.2897  -0.8197  -0.0451  0.24
H  0.8161  -0.0592  1.6039  0.22
H  1.3978  1.7355  0.1074  0.45
H  -0.1752  1.9580  0.6627  0.44
H  -1.1716  -1.2913  0.6834  0.37
H  -0.1622  1.1363  -0.8123  0.48
H  -2.6295  0.4214  -0.4079  0.40
H  -1.6664  -0.6267  -1.2023  0.37

Results
Total charge = +1
Total energy = -246.16496 a.u.
SMILES = C[C@@H]([NH3+])NN
HOMO level = -0.5519 Ha
Energy relative to the best compared isomer or geometry (same formula, charge and spin) = 2.549 eV
Kohn-Sham gap = 0.431 hartree

Question: The lowest energy relative to the best compared isomer or geometry (same formula, charge and spin) belongs to which entry?
Answer: C2H10N3

Question: Number 1 is which compound?
Answer: C4H6N2